(1)
A cluster of 2 separate species, CH3BrFOP in total, computed with ωB97M-V with the def2-TZVPD basis set.

Geometry (Å):
C -0.88 0.49 0.12
O -0.42 -0.78 0.27
F 1.11 -2.64 0.50
P 0.63 -1.54 -0.67
Br 2.33 1.76 -0.20
H -0.24 1.26 0.55
H -1.92 0.59 0.27
H -0.61 0.86 -0.84

Summary:
Frontier orbital gap (spin up / spin down), eV: 7.55 / 5.19
E_HOMO (spin up / spin down), Ha: -0.355 / -0.313

Atomic partial charges in e from the Mulliken method, atoms 1 to 2: -0.793 -0.164

=====

(2)
A structure of composition C38H45As2N3O2SiTi, computed with ωB97M-V with the def2-TZVPD basis set.

Geometry (Å):
Ti 0.44 0.54 -0.14
N 0.64 0.44 2.77
C -0.70 0.36 3.34
C -1.74 0.58 2.25
C -1.71 -0.63 1.30
O -2.57 -1.48 1.35
O -0.67 -0.70 0.55
H 1.33 0.14 3.45
H 0.83 1.42 2.56
H -0.84 1.10 4.15
H -0.84 -0.64 3.78
H -1.49 1.49 1.68
H -2.73 0.67 2.68
C 1.49 -2.47 1.14
C 2.87 -1.87 0.87
As 3.10 0.11 0.77
C 4.98 -0.18 0.15
C 5.24 -0.77 -1.08
C 6.53 -1.07 -1.46
C 7.59 -0.77 -0.61
C 7.34 -0.15 0.60
C 6.04 0.14 0.98
C 2.48 0.75 -0.98
C 1.67 0.00 -1.88
C 1.15 0.63 -3.04
C 1.39 1.96 -3.28
C 2.23 2.69 -2.42
C 2.75 2.09 -1.30
As 0.51 -2.88 -0.54
C 1.80 -4.36 -0.93
C 1.71 -5.59 -0.28
C 2.74 -6.51 -0.35
C 3.88 -6.21 -1.07
C 3.98 -5.01 -1.75
C 2.93 -4.10 -1.69
C -0.95 -3.99 0.11
C -1.21 -4.30 1.43
C -2.31 -5.07 1.77
C -3.16 -5.53 0.78
C -2.91 -5.23 -0.55
C -1.82 -4.45 -0.88
H 0.88 -1.81 1.76
H 1.62 -3.42 1.68
H 3.31 -2.34 -0.01
H 3.53 -2.13 1.72
H 4.42 -1.00 -1.76
H 6.73 -1.55 -2.41
H 8.60 -1.02 -0.90
H 8.16 0.09 1.26
H 5.84 0.63 1.93
H 1.74 -1.10 -1.90
H 0.54 0.04 -3.73
H 0.97 2.43 -4.16
H 2.44 3.72 -2.65
H 3.43 2.65 -0.65
H 0.82 -5.82 0.29
H 2.66 -7.45 0.17
H 4.70 -6.92 -1.10
H 4.87 -4.78 -2.32
H 3.01 -3.17 -2.25
H -0.56 -3.93 2.22
H -2.51 -5.30 2.80
H -4.02 -6.13 1.04
H -3.58 -5.58 -1.32
H -1.62 -4.19 -1.92
C 2.36 3.55 1.85
C 1.13 3.71 1.00
C 0.62 4.98 0.81
C -0.49 5.18 -0.01
C -1.05 4.09 -0.63
C -0.51 2.81 -0.40
N 0.58 2.63 0.43
N -0.96 1.67 -0.91
Si -2.46 1.28 -1.68
C -2.72 2.22 -3.33
C -2.34 -0.58 -2.05
C -3.93 1.66 -0.50
H 2.36 4.27 2.67
H 3.25 3.76 1.25
H 2.46 2.54 2.26
H 1.09 5.82 1.31
H -0.91 6.16 -0.15
H -1.91 4.17 -1.28
H -1.80 2.30 -3.90
H -3.10 3.23 -3.18
H -3.45 1.70 -3.94
H -1.30 -0.92 -2.03
H -2.75 -0.83 -3.02
H -2.87 -1.16 -1.31
H -3.79 2.59 0.05
H -4.05 0.87 0.24
H -4.86 1.74 -1.05

Summary:
Frontier orbital gap (spin up / spin down), eV: 6.20 / 6.19
E_HOMO (spin up / spin down), Ha: -0.217 / -0.217

Atomic partial charges in e from the Mulliken method, atoms 1 to 2: -1.075 -0.342

=====

(3)
A structure of composition C35H34BN6O2P2Ti, computed with ωB97M-V with the def2-TZVPD basis set.

Geometry (Å):
Ti -0.21 -0.28 0.15
C -3.32 -4.66 -1.00
N -2.78 -3.60 -0.17
C -3.07 -3.33 1.15
C -2.30 -2.26 1.50
N -1.56 -1.87 0.41
C -1.88 -2.70 -0.57
H -4.37 -4.80 -0.77
H -2.78 -5.59 -0.83
H -3.21 -4.37 -2.04
H -3.78 -3.91 1.71
H -2.24 -1.74 2.44
H -1.50 -2.66 -1.58
C 4.12 0.77 0.08
P 2.36 0.27 -0.36
C 2.41 -0.06 -2.14
C 2.84 -1.25 -2.73
C 2.78 -1.41 -4.10
C 2.29 -0.39 -4.91
C 1.86 0.79 -4.33
C 1.91 0.95 -2.95
C 2.26 -1.36 0.51
C 2.75 -1.48 1.82
C 2.47 -2.59 2.58
C 1.70 -3.63 2.06
C 1.21 -3.53 0.78
C 1.48 -2.39 0.01
P 5.77 0.04 -0.38
C 6.05 0.50 -2.12
C 5.33 1.47 -2.81
C 5.67 1.82 -4.11
C 6.75 1.23 -4.74
C 7.50 0.29 -4.05
C 7.17 -0.06 -2.75
C 5.56 -1.78 -0.47
C 5.46 -2.52 -1.64
C 5.37 -3.90 -1.60
C 5.38 -4.57 -0.38
C 5.51 -3.84 0.80
C 5.62 -2.46 0.75
H 4.14 0.83 1.17
H 4.21 1.82 -0.22
H 3.22 -2.06 -2.11
H 3.11 -2.35 -4.54
H 2.21 -0.53 -5.98
H 1.43 1.57 -4.95
H 1.54 1.87 -2.51
H 3.31 -0.67 2.27
H 2.84 -2.64 3.60
H 1.47 -4.49 2.67
H 0.60 -4.32 0.36
H 1.10 -2.34 -1.01
H 4.48 1.94 -2.35
H 5.07 2.56 -4.63
H 7.00 1.49 -5.75
H 8.36 -0.18 -4.52
H 7.77 -0.78 -2.22
H 5.43 -2.02 -2.60
H 5.28 -4.46 -2.52
H 5.29 -5.65 -0.35
H 5.53 -4.35 1.75
H 5.74 -1.91 1.67
B 0.17 -0.10 4.89
C 0.12 -0.03 3.31
N 0.13 -0.04 2.15
H -0.84 -0.67 5.25
H 0.23 1.03 5.32
H 1.17 -0.74 5.18
C -0.68 2.89 0.06
C -1.25 1.51 0.37
O -2.41 1.39 0.71
H -1.32 3.68 0.46
H -0.63 2.96 -1.03
H 0.33 2.97 0.45
O -0.51 -0.15 -1.60
N -0.80 0.51 -2.67
C -0.96 -0.29 -3.78
C -0.83 -1.68 -3.77
N -0.74 -2.84 -3.71
C -1.17 0.37 -5.00
N -1.34 0.91 -6.01

Summary:
Frontier orbital gap (spin up / spin down), eV: 4.96 / 4.71
E_HOMO (spin up / spin down), Ha: -0.099 / -0.090
Charge: -1

Atomic partial charges in e from the Mulliken method, atoms 1 to 2: 0.218 -0.927

=====

Electronic energy values (in eV) by entry order: -85180.433; -201372.920; -92250.564.
Largest force on an atom values (in eV Å⁻¹) by entry order: 3.8; 2.5; 2.2.
Relative energy (zero: lowest compared OMol25 entry of this formula, charge and spin) values (in eV) by entry order: 3.991; 1.540; 0.000.